17
Properties=species:S:1:pos:R:3 method="wB97M-V/def2-TZVPD" e_above_lowest_ev=6.349 homo_lumo_gap_ev="8.04 / 7.61" homo_energy_ha="-0.3159 / -0.3093" lumo_ev="-0.558 / -0.806" total_energy_ha=-359.963942 mol_weight_g_mol=111.1 largest_force_ev_per_a=2.119
C -1.037 1.146 1.061
N 1.490 -0.566 0.864
C 1.311 0.310 -0.122
C -0.586 0.253 -0.100
C -0.800 -2.217 -0.083
C 2.055 1.000 -0.965
N -0.377 -1.144 0.440
N -1.247 0.265 -1.239
H 1.754 -1.505 0.573
H -1.901 1.042 -1.296
H -0.297 1.163 1.859
H -1.158 2.169 0.706
H -1.974 0.785 1.485
H -1.634 -2.197 -0.778
H -0.326 -3.153 0.191
H 3.128 0.888 -1.017
H 1.598 1.761 -1.581

17
Properties=species:S:1:pos:R:3 method="wB97M-V/def2-TZVPD" e_above_lowest_ev=6.360 homo_lumo_gap_ev=9.06 smiles="CN[C@H]1[C@H]2N=CN[C@H]21" homo_energy_ha=-0.3068 lumo_ev=0.715 total_energy_ha=-359.963550 mol_weight_g_mol=111.1 largest_force_ev_per_a=11.738
C 2.498 -0.527 -0.162
N 1.498 0.189 -0.758
C 0.543 0.927 0.072
C -0.984 1.142 -0.057
N -1.854 0.213 -0.736
C -1.770 -0.955 -0.280
N -0.653 -0.892 0.590
C -0.101 0.271 1.092
H 2.927 -1.107 -0.847
H 2.327 -1.078 0.759
H 3.226 0.078 0.449
H 0.855 -0.420 -1.379
H 1.047 1.835 0.220
H -1.299 2.030 0.442
H -2.640 -1.656 -0.841
H -0.341 -1.857 1.361
H -0.151 0.456 2.176

17
Properties=species:S:1:pos:R:3 method="wB97M-V/def2-TZVPD" e_above_lowest_ev=4.842 homo_lumo_gap_ev=9.71 smiles="C1=NN[C@H]2CNC[C@H]12" homo_energy_ha=-0.3227 lumo_ev=0.934 total_energy_ha=-360.019329 mol_weight_g_mol=111.1 largest_force_ev_per_a=4.415
C -1.436 -1.188 -0.924
N -1.531 -0.354 -1.834
N -0.841 0.888 -1.649
C 0.129 0.628 -0.487
C 0.698 1.361 0.736
N 1.267 0.224 1.425
C 0.446 -0.981 1.049
C -0.733 -0.508 0.240
H -1.782 -2.158 -0.907
H -0.696 1.101 -2.726
H 1.095 0.148 -0.831
H 1.382 2.124 0.007
H -0.111 1.851 1.383
H 2.360 0.027 1.445
H 0.189 -1.422 1.967
H 1.034 -1.751 0.323
H -1.470 0.010 0.782

17
Properties=species:S:1:pos:R:3 method="wB97M-V/def2-TZVPD" e_above_lowest_ev=5.370 homo_lumo_gap_ev="6.68 / 7.20" homo_energy_ha="-0.6612 / -0.6716" lumo_ev="-11.310 / -11.078" total_energy_ha=-359.301905 mol_weight_g_mol=111.1 largest_force_ev_per_a=5.762 total_charge=+2
C 0.510 -1.989 0.442
C -0.162 0.479 0.174
C 1.425 0.095 -0.007
C -1.012 -0.528 -0.527
C 2.407 0.969 -0.439
N 1.423 -1.216 0.258
N -0.733 1.417 0.778
N -2.434 -0.327 -0.149
H 0.310 -3.003 0.866
H -0.926 -0.881 -1.466
H 3.115 0.364 -0.921
H 2.898 1.333 0.421
H 1.906 1.769 -0.856
H -0.304 2.049 1.419
H -3.016 -0.951 -0.745
H -2.745 0.740 -0.142
H -2.662 -0.321 0.892